(1)
# C4H8O2

2 unconnected molecules or ions with the total composition C4H8O2 in a non-equilibrium geometry (ωB97M-V with the def2-TZVPD basis set, OMol25).

```
14
Properties=species:S:1:pos:R:3:forces:R:3
O -1.383004 -2.652098 -2.136392 -0.226 -0.272 0.436
O 1.824932 1.924940 0.222795 -0.096 0.717 1.145
C -2.013499 -1.661287 -1.885247 0.815 0.873 -0.914
C 1.303791 0.215506 1.736363 0.508 1.079 0.505
C -1.620083 -0.604352 -0.881133 -0.720 -0.421 0.617
C 2.126194 1.180846 1.351606 0.182 -1.046 -1.142
H -0.735647 -0.085256 -1.247024 0.007 0.058 0.027
H 1.754346 -0.529329 2.373785 -0.682 -0.102 0.410
H 3.145560 1.244100 1.724602 0.071 0.148 -0.212
H 0.255934 0.381966 1.528586 -0.064 -0.907 -0.321
H -2.809145 -1.323324 -2.583466 -0.311 -0.343 0.213
H -2.458505 0.077354 -0.751510 0.116 0.307 -0.186
H 2.040361 2.841623 0.432497 0.072 0.113 -0.382
H -1.431235 -1.010688 0.114538 0.329 -0.204 -0.196
```
Positions in Å, forces in eV/Å.

Computed properties:
orbital gap: 0.3771 hartree
SMILES: C=CO.CC=O
LUMO: 0.8 eV

=====

(2)
# C4H8O2

2 unconnected molecules or ions with the total composition C4H8O2 (ωB97M-V with the def2-TZVPD basis set, OMol25).

```
14
Properties=species:S:1:pos:R:3:forces:R:3
O -0.719342 0.407413 -0.012859 -0.093 0.182 0.035
O -0.120709 -0.199325 -2.735551 -0.151 0.398 0.073
C -0.507992 0.825866 -2.226328 0.072 -0.100 -0.352
C 0.289947 -0.513511 0.388245 0.118 -0.165 0.151
C -0.032531 -1.351573 1.583484 -0.038 -0.061 0.083
C 0.500347 0.925246 0.518380 0.186 0.198 0.204
H 1.192721 1.409580 -0.172740 -0.304 -0.007 0.052
H 0.187437 1.569995 -1.796715 -0.042 -0.021 -0.437
H 0.896719 -1.683483 2.055601 -0.135 -0.053 -0.006
H 0.342440 1.451893 1.452429 0.250 -0.196 0.166
H 0.767921 -1.002471 -0.465781 -0.073 0.087 0.203
H -0.601353 -0.749537 2.297211 0.080 -0.124 -0.017
H -1.568068 1.135519 -2.194075 0.050 -0.189 -0.188
H -0.627536 -2.225612 1.308699 0.080 0.052 0.031
```
Positions in Å, forces in eV/Å.

Computed properties:
orbital gap: 0.3875 hartree
SMILES: C[C@@H]1CO1.C=O
LUMO: 1.0 eV

=====

(3)
# C4H8O2

C4H8O2 in the gas phase in a non-equilibrium geometry (ωB97M-V with the def2-TZVPD basis set, OMol25).

```
14
Properties=species:S:1:pos:R:3:forces:R:3
O -0.334853 -1.160143 -1.617394 -0.405 0.304 0.147
O -1.429456 1.058308 -1.102311 -0.266 -0.001 0.031
C 0.041534 1.502501 0.722765 0.039 0.004 0.024
C -0.048746 -0.756970 -0.501078 -0.310 -0.157 -0.517
C 1.053072 -1.527238 0.165077 -0.130 -0.134 -0.156
C -0.804910 0.462150 0.001358 0.137 -0.011 0.207
H 0.467494 1.106608 1.651116 -0.065 0.040 -0.155
H 1.440591 -1.860423 -0.805166 1.369 -0.139 0.812
H -1.470651 0.357357 -1.779533 0.021 0.199 0.074
H -1.554587 0.061100 0.709237 0.052 0.059 -0.033
H 0.848374 1.864147 0.076897 -0.108 -0.085 0.081
H 1.700657 -1.008588 0.890974 -0.158 -0.133 -0.684
H 0.690796 -2.453131 0.616810 -0.304 0.204 0.190
H -0.599315 2.354323 0.971246 0.129 -0.150 -0.021
```
Positions in Å, forces in eV/Å.

Computed properties:
orbital gap: 0.4026 hartree
SMILES: CC(=O)[C@@H](C)O
LUMO: 0.8 eV

=====

(4)
# C4H8O2

2 unconnected molecules or ions with the total composition C4H8O2 in a non-equilibrium geometry (ωB97M-V with the def2-TZVPD basis set, OMol25).

```
14
Properties=species:S:1:pos:R:3:forces:R:3
O -1.199182 0.173878 -2.215752 3.394 0.653 0.434
O 0.092441 -1.410404 0.874194 -0.567 -3.642 2.372
C 0.991305 0.834083 -1.101933 -2.046 -2.425 -2.492
C 0.246882 0.048307 -1.941343 -2.371 4.386 2.574
C -0.868714 0.451116 1.700825 3.187 0.823 1.221
C -0.066022 -0.606934 1.948359 -2.921 -0.468 0.603
H -0.781058 0.830885 0.646369 -1.103 -0.276 1.342
H -0.797046 1.074934 2.598745 -1.063 0.658 -0.570
H 1.922904 0.333957 -0.886323 0.618 0.941 0.084
H 0.567577 1.717945 -0.683540 0.243 0.374 0.532
H 0.091337 -1.084613 2.987809 0.088 0.917 -1.842
H 0.606698 -0.997726 0.259845 2.053 1.817 -2.832
H -1.459486 -0.628656 -1.777295 -0.947 -0.670 0.193
H 0.652364 -0.736774 -2.409959 1.434 -3.087 -1.619
```
Positions in Å, forces in eV/Å.

Computed properties:
orbital gap: 0.3782 hartree
SMILES: C=CO.C=CO
LUMO: 0.8 eV